(1)
DFT (the ωB97M-V functional and the def2-TZVPD basis) results for a 2-piece molecular cluster, C3H9NOS overall.

Last column: Mulliken spin population.
Geometry (Å):
C: 1.953205 -0.789608 -0.360020  0.01
O: 2.617728 0.218763 -1.062729  0.00
C: 0.604719 -0.312831 0.012738  0.02
C: -0.337692 -1.193090 0.784159  -0.01
S: -2.831503 0.588376 0.027621  0.94
N: 0.747641 0.954631 0.693326  0.00
H: 2.579332 -1.045267 0.549931  0.00
H: 1.880209 -1.811163 -0.932728  0.00
H: 2.343303 0.299919 -2.033152  0.00
H: 0.216947 -0.215480 -1.001128  0.00
H: -0.080486 -1.281698 1.839301  0.00
H: -1.322101 -0.650585 0.687042  0.05
H: -0.643609 -2.227946 0.488393  -0.01
H: -0.221115 1.195474 0.966533  0.00
H: 1.054872 1.663390 0.021154  0.00

Forces on the atoms, in the same order (eV/Å):
1.1 -3.2 0.7
0.7 0.7 -2.5
0.0 -0.5 -1.0
-1.5 -0.6 0.4
-0.3 0.3 -0.1
-1.0 0.6 0.4
-0.5 0.6 -0.9
0.1 1.8 0.6
0.2 -0.5 2.2
-1.0 0.4 -0.2
0.2 0.3 0.1
0.7 -0.5 0.5
1.0 0.7 -0.5
0.6 0.3 -0.2
-0.2 -0.3 0.4

Output
highest occupied orbital energy (alpha / beta) = -3.110 / -2.686 eV
2S+1 = 2
⟨S²⟩ = 0.754
charge = -1
E_LUMO (alpha / beta) = 0.1233 / 0.1233 Eh

***

(2)
DFT (the ωB97M-V functional and the def2-TZVPD basis) results for a 2-piece molecular cluster, C32H35N4O2 overall.

Last column: Löwdin charge in e.
Geometry (Å):
C: -2.916805 -1.084412 -3.454426  -0.04
O: -3.228051 -1.052132 -2.041285  -0.06
C: -2.980245 0.077200 -1.330907  -0.22
C: -3.370607 0.064074 0.034334  0.03
C: -3.190827 1.180067 0.813291  0.01
C: -2.579536 2.338650 0.258342  -0.17
C: -2.234951 3.435603 1.097524  -0.01
O: -1.269170 4.210803 0.690361  -0.05
C: -0.609152 4.983103 1.713683  0.01
C: -2.165429 2.339421 -1.095610  0.02
C: -2.346321 1.223622 -1.882782  0.02
H: -3.329612 -2.038858 -3.778291  0.10
H: -3.393856 -0.257250 -3.996802  0.10
H: -1.831237 -1.064547 -3.617358  0.10
H: -3.801822 -0.850571 0.428293  0.13
H: -3.477227 1.210636 1.863286  0.13
H: -2.566085 3.468202 2.143363  0.15
H: 0.130328 5.583000 1.189004  0.11
H: -1.359911 5.609582 2.214039  0.08
H: -0.131584 4.297662 2.429209  0.11
H: -1.663806 3.224417 -1.485524  0.13
H: -1.988495 1.223452 -2.915617  0.12
C: -6.112892 9.058033 -4.201432  -0.08
C: -5.241087 8.111022 -4.755435  -0.08
C: -5.045196 6.889934 -4.114986  -0.05
C: -5.710642 6.602809 -2.919422  -0.21
C: -5.510928 5.230578 -2.320217  -0.12
N: -6.113278 5.078788 -0.985546  -0.10
C: -7.158746 4.085132 -0.900874  -0.14
C: -8.038170 4.281827 0.315139  -0.13
N: -7.327783 4.782874 1.469264  -0.07
C: -7.964887 4.532366 2.739676  -0.13
C: -7.435527 5.460709 3.807272  -0.14
N: -5.989102 5.459494 3.806195  -0.10
C: -5.381085 6.054892 5.000517  -0.11
C: -4.213692 5.282012 5.558570  -0.23
C: -3.463875 5.904087 6.560731  -0.04
C: -2.352511 5.266481 7.105218  -0.07
C: -1.989979 3.992527 6.648931  -0.09
C: -2.753081 3.354957 5.665803  -0.09
C: -3.885320 3.989725 5.135574  -0.06
C: -5.330757 5.524177 2.600692  -0.13
C: -3.943011 5.744155 2.481816  -0.10
N: -3.343448 5.731218 1.295024  -0.01
C: -4.024274 5.703421 0.152044  -0.07
C: -5.394931 5.381955 0.151524  -0.13
C: -6.049992 5.247954 1.406888  -0.07
C: -6.564294 7.552601 -2.351836  -0.03
C: -6.770208 8.780288 -2.996224  -0.07
H: -6.280938 10.008799 -4.709449  0.10
H: -4.717978 8.320071 -5.690028  0.11
H: -4.376200 6.131161 -4.524524  0.11
H: -5.976065 4.478865 -2.972914  0.13
H: -4.439755 4.982546 -2.290060  0.11
H: -7.765138 4.167097 -1.807266  0.13
H: -6.723149 3.068942 -0.882885  0.13
H: -8.857695 4.976197 0.058790  0.13
H: -8.501317 3.321905 0.580154  0.13
H: -9.046787 4.667334 2.622448  0.13
H: -7.784117 3.486622 3.050654  0.14
H: -7.826131 6.481034 3.653051  0.14
H: -7.759220 5.120585 4.795889  0.13
H: -5.070718 7.094712 4.793800  0.14
H: -6.171373 6.114040 5.760390  0.13
H: -3.770407 6.899095 6.890403  0.12
H: -1.774551 5.763546 7.884888  0.11
H: -1.114621 3.493910 7.068086  0.10
H: -2.484157 2.358190 5.308046  0.10
H: -4.507294 3.477629 4.398374  0.11
H: -3.302124 5.873671 3.355887  0.11
H: -3.460798 5.834179 -0.771770  0.12
H: -7.073850 7.333666 -1.411936  0.11
H: -7.447867 9.512910 -2.554726  0.11

Forces on the atoms, in the same order (eV/Å):
0.0 -0.1 0.3
0.3 1.2 0.5
0.1 -0.3 -0.4
0.0 -0.2 -0.4
0.1 0.6 -0.3
-0.3 0.3 -0.1
1.5 -0.4 -0.6
-0.7 -1.2 0.7
0.0 0.4 0.6
0.1 -0.3 0.2
-0.2 -0.2 -0.1
0.1 0.2 -0.1
0.0 -0.2 0.2
-0.3 0.0 0.1
0.0 0.2 0.0
0.0 -0.2 -0.2
0.1 0.2 -0.3
-0.1 0.0 0.1
0.4 -0.1 -0.3
-0.1 0.2 -0.4
-0.2 -0.3 0.0
-0.2 0.0 0.4
0.0 -0.2 0.2
-0.1 0.0 0.1
-0.2 0.2 0.2
0.0 0.3 -0.1
-0.2 -0.2 0.8
-0.1 0.4 -1.1
0.3 -0.3 0.0
-0.6 0.4 -0.1
-0.4 0.1 -0.1
0.1 -0.4 0.2
-0.1 0.4 0.0
0.1 0.0 1.0
-0.3 -0.1 -0.5
0.1 -0.3 0.3
0.1 -0.2 -0.2
-0.1 -0.2 -0.1
0.0 0.1 -0.1
-0.2 0.3 0.1
0.3 0.1 0.3
0.5 0.1 -0.7
-0.9 -0.3 -0.3
0.3 1.5 -0.1
-0.8 -0.8 0.5
0.4 -0.2 0.5
0.9 -0.2 -0.1
0.1 0.1 -0.3
0.3 -0.2 -0.2
0.1 -0.3 0.2
-0.2 0.0 0.3
-0.1 0.3 -0.1
0.1 0.2 0.1
-0.2 0.0 -0.1
0.0 -0.1 0.2
0.0 0.1 0.0
0.2 -0.2 0.1
0.0 0.1 -0.1
0.2 0.0 0.1
-0.1 0.2 -0.1
0.0 -0.1 0.0
-0.1 0.0 -0.2
0.0 -0.2 0.0
0.2 0.0 -0.1
0.2 -0.2 0.0
-0.1 -0.2 -0.2
-0.3 0.2 -0.1
0.0 0.3 0.2
0.2 0.2 0.1
-0.3 -0.1 -0.2
-0.1 -0.1 0.3
0.2 0.0 -0.3
0.2 -0.2 -0.2

Output
highest occupied orbital energy = -9.544 eV
charge = +1
E_LUMO = -0.1542 Eh

***

(3)
DFT (the ωB97M-V functional and the def2-TZVPD basis) results for C14H23EuF3NP as an isolated structure.

Last column: Mulliken spin population.
Geometry (Å):
C: 3.355739 1.714734 -0.777149  0.00
C: 2.160076 2.407644 -0.962765  0.00
C: 0.951414 1.915937 -0.411698  0.00
C: 0.977028 0.734037 0.307449  -0.02
C: 2.156716 0.018943 0.472179  -0.03
C: 3.368591 0.527903 -0.042413  0.00
C: -0.326001 2.709602 -0.594697  0.00
C: -1.391415 2.117432 -1.542107  0.00
N: -1.595939 0.663616 -1.461747  -0.03
Eu: -1.235961 -0.006254 1.266844  7.05
C: 2.134011 -1.321517 1.179046  0.00
P: 0.558559 -2.210209 0.725398  0.01
H: 2.136486 3.341945 -1.530310  0.00
H: 4.291708 -0.033220 0.124258  0.00
H: 4.285502 2.098787 -1.201621  0.00
H: 2.124408 -1.210607 2.278873  0.00
H: 2.983334 -1.960681 0.892132  0.00
H: -0.796467 2.913889 0.387105  0.00
H: -0.065661 3.688913 -1.017611  0.00
H: -2.362345 2.595650 -1.335376  0.00
C: 0.603015 -3.637618 1.860292  0.00
C: 1.150131 -2.988813 -0.818199  0.00
H: -1.121517 2.332350 -2.587275  0.00
C: -0.791861 -0.132289 -2.371629  0.00
C: -2.990810 0.224159 -1.405837  0.01
H: -1.548722 -1.059655 3.348775  0.01
H: -1.152667 0.033029 -3.396016  0.00
H: 0.258919 0.160580 -2.294146  0.00
H: -0.880473 -1.197617 -2.121013  0.00
H: -3.452656 0.286144 -2.407652  0.00
H: -3.056022 -0.826144 -1.057712  0.00
H: -3.570358 0.855070 -0.705464  0.00
H: 1.962809 -3.691744 -0.587531  0.00
H: 0.311794 -3.529396 -1.276562  0.00
H: 1.509791 -2.230333 -1.525305  0.00
H: 1.489274 -4.260122 1.674363  0.00
H: 0.593868 -3.279960 2.899033  0.00
H: -0.309412 -4.224128 1.681649  0.00
H: -2.003173 -1.495257 2.947949  0.01
F: -3.252578 1.223081 3.697894  0.00
C: -2.487855 1.674640 2.634500  -0.01
F: -3.365611 2.450052 1.869268  0.00
F: -1.605670 2.607426 3.184825  0.00

Forces on the atoms, in the same order (eV/Å):
0.1 0.0 0.1
-0.6 -0.1 0.0
1.5 0.6 -0.6
-1.1 -0.8 0.9
1.2 0.7 -0.6
-0.5 -0.4 0.0
-0.2 0.1 0.1
-0.2 -0.3 -0.6
-0.2 -0.4 1.9
0.0 0.7 -1.9
-0.4 -0.1 0.3
1.2 -0.2 0.0
0.2 -0.2 0.1
-0.1 0.3 -0.2
-0.3 -0.1 0.1
0.2 0.0 -0.3
-0.1 0.2 0.2
0.2 -0.1 -0.3
-0.1 -0.1 0.2
0.4 0.0 -0.1
-0.1 -0.3 0.0
-0.3 -0.2 -0.3
0.0 0.3 0.1
-0.1 0.3 0.0
0.1 0.3 -0.2
-0.2 -0.3 0.4
0.2 -0.2 -0.2
-0.2 -0.1 0.0
0.0 0.2 -0.1
-0.2 -0.1 0.3
0.1 0.3 -0.2
0.3 -0.2 -0.3
-0.2 0.2 -0.1
0.3 0.0 -0.1
-0.1 -0.1 0.2
-0.2 0.1 0.2
0.0 -0.2 -0.2
0.3 0.0 0.2
0.0 -0.2 0.4
-0.1 0.5 0.1
0.2 -0.1 0.0
0.0 0.1 0.3
-0.5 0.0 0.1

Output
highest occupied orbital energy (alpha / beta) = -7.146 / -7.398 eV
2S+1 = 8
⟨S²⟩ = 15.762
E_LUMO (alpha / beta) = -0.0055 / -0.0069 Eh

***

(4)
DFT (the ωB97M-V functional and the def2-TZVPD basis) results for C25H39GaIO22 as an isolated structure.

Last column: Löwdin charge in e.
Geometry (Å):
O: -0.010170 -1.570390 0.131077  -0.10
C: -1.063049 -1.060156 0.959426  -0.25
C: -1.737415 0.188500 0.383021  -0.21
C: -3.248632 0.133663 0.650627  -0.31
C: -3.953588 -0.829992 -0.327345  -0.38
Ga: -5.567479 -1.759879 0.470130  -0.05
I: -5.141842 -4.323026 -0.159630  0.15
H: -0.422297 -1.901765 -0.671794  0.08
H: -0.622546 -0.826386 1.927561  0.11
H: -1.827797 -1.831412 1.078902  0.12
H: -1.541882 0.228299 -0.691795  0.11
H: -1.324224 1.100036 0.828338  0.09
H: -3.677020 1.127391 0.507979  0.09
H: -3.389388 -0.183047 1.688974  0.08
H: -3.244371 -1.576641 -0.702738  0.01
H: -4.274361 -0.229101 -1.180686  0.01
H: -5.628166 -1.612205 2.065405  -0.12
H: -6.906522 -1.234915 -0.213006  -0.13
C: -3.300299 -9.890829 -0.603584  -0.14
C: -3.067601 -9.540690 -2.063331  -0.14
O: -3.337733 -8.145135 -2.088308  0.05
C: -3.154305 -7.640251 -0.831743  -0.56
O: -3.153384 -6.494951 -0.553631  0.00
O: -2.990543 -8.668491 0.054906  0.05
H: -2.655829 -10.687387 -0.239106  0.13
H: -4.342446 -10.148373 -0.402097  0.13
H: -2.031432 -9.708383 -2.367795  0.13
H: -3.731823 -10.063573 -2.747246  0.13
C: 2.732468 -2.928958 -0.800187  -0.11
C: 3.949054 -3.453457 -0.062830  -0.11
O: 4.833308 -3.802429 -1.135730  0.05
C: 4.485330 -3.074637 -2.224330  -0.58
O: 5.129989 -3.012835 -3.222966  0.15
O: 3.317933 -2.435312 -2.017225  0.06
H: 2.205262 -2.140475 -0.271984  0.11
H: 2.024451 -3.720870 -1.048220  0.14
H: 4.426765 -2.685982 0.548474  0.13
H: 3.743053 -4.324668 0.552425  0.13
C: -5.818800 3.581291 -3.431608  -0.12
C: -4.788871 3.127413 -2.414120  -0.11
O: -5.389173 1.941828 -1.885910  0.05
C: -6.251615 1.446241 -2.802322  -0.57
O: -6.763252 0.378745 -2.757846  0.15
O: -6.441258 2.350190 -3.806178  0.04
H: -5.386249 4.056315 -4.304348  0.11
H: -6.571512 4.239332 -2.989802  0.13
H: -3.843731 2.855820 -2.875647  0.11
H: -4.606797 3.852042 -1.624566  0.13
C: 1.757444 3.452799 1.152311  -0.13
C: 1.889452 3.820534 2.617399  -0.12
O: 0.876873 4.822124 2.774234  0.05
C: -0.057989 4.636983 1.805678  -0.58
O: -1.103834 5.198962 1.769202  0.16
O: 0.373232 3.733533 0.902964  0.06
H: 1.976139 2.412596 0.942841  0.13
H: 2.365892 4.084459 0.504655  0.13
H: 1.660072 2.980297 3.275228  0.14
H: 2.861612 4.224909 2.878572  0.11
C: -2.973402 0.543484 -6.744487  -0.10
C: -3.735697 0.245761 -5.464114  -0.09
O: -3.595346 1.480757 -4.754872  0.05
C: -3.367560 2.470498 -5.640412  -0.57
O: -3.392028 3.628878 -5.358388  0.15
O: -3.123259 1.966875 -6.868547  0.07
H: -3.380696 0.048572 -7.621268  0.13
H: -1.910508 0.313167 -6.658671  0.13
H: -4.797059 0.061301 -5.634397  0.14
H: -3.320926 -0.571077 -4.881182  0.14
C: 7.473617 4.217038 1.424516  -0.11
C: 7.155802 4.105833 2.904306  -0.12
O: 5.761198 3.781549 2.893528  0.04
C: 5.471599 3.210744 1.694837  -0.55
O: 4.435282 2.688782 1.443726  0.17
O: 6.510207 3.331351 0.845475  0.08
H: 8.479728 3.898522 1.168320  0.13
H: 7.303682 5.222232 1.035457  0.13
H: 7.703046 3.295617 3.389746  0.13
H: 7.326881 5.029461 3.451699  0.13
C: 5.025658 2.454731 7.061274  -0.11
C: 6.237891 3.128972 6.446434  -0.12
O: 6.975987 2.022392 5.922663  0.04
C: 6.103288 0.996927 5.712333  -0.57
O: 6.373992 0.001076 5.130029  0.17
O: 4.900527 1.279654 6.257806  0.07
H: 4.118715 3.049964 7.005254  0.13
H: 5.196159 2.157685 8.097501  0.13
H: 5.966747 3.792734 5.623239  0.12
H: 6.837373 3.678820 7.167520  0.13

Forces on the atoms, in the same order (eV/Å):
0.3 0.0 0.2
-0.3 0.2 -0.4
-0.1 0.2 0.4
0.3 -0.3 -0.7
0.1 0.2 0.4
-0.2 0.4 -0.2
-0.4 0.4 0.1
-0.1 0.0 0.0
0.1 -0.2 0.0
0.1 -0.1 0.2
-0.1 0.0 0.0
0.2 0.0 -0.1
-0.1 0.1 0.3
-0.1 0.2 0.1
0.0 -0.1 0.0
0.0 -0.2 -0.1
0.1 -0.2 0.0
-0.1 -0.2 0.0
-0.1 -0.1 -0.1
0.0 -0.1 0.0
0.0 0.0 0.0
-0.1 0.0 0.0
0.6 -0.5 -0.1
0.0 0.0 0.0
0.1 0.1 0.1
0.0 0.0 0.0
0.0 0.0 0.0
-0.1 0.1 0.0
0.0 0.0 0.2
-0.1 0.0 0.1
0.0 0.0 0.0
0.0 0.0 0.0
0.0 0.0 0.0
0.0 0.0 0.0
0.0 0.1 -0.2
0.0 0.0 0.0
0.0 0.0 0.0
0.1 -0.1 -0.1
0.0 0.2 0.1
0.1 0.1 0.0
-0.1 0.0 0.0
0.1 0.0 0.0
0.0 0.0 -0.2
-0.1 0.0 0.0
0.0 -0.1 0.0
0.0 -0.1 0.0
0.0 0.1 0.0
-0.1 -0.1 0.1
0.0 0.0 0.0
0.1 -0.1 0.0
0.0 0.0 0.0
0.0 0.0 0.0
0.0 0.0 0.0
0.0 0.0 0.0
-0.2 0.0 0.0
0.0 0.0 0.0
0.0 0.0 0.0
0.0 0.1 0.0
0.0 -0.1 0.1
0.0 -0.2 -0.1
0.1 0.0 0.0
-0.1 0.0 0.2
0.2 0.0 -0.3
0.0 0.0 0.0
-0.1 0.1 0.0
0.0 0.0 0.0
0.0 0.0 0.0
0.1 0.1 0.1
0.0 0.1 0.1
0.3 0.0 0.1
0.1 0.0 0.0
-0.1 -0.1 0.1
0.1 0.0 0.0
0.0 0.0 0.0
-0.1 -0.1 0.0
0.0 0.0 0.0
0.0 0.0 0.0
-0.2 0.0 0.0
0.0 0.1 0.1
-0.1 0.2 0.1
-0.1 0.1 0.0
0.1 -0.1 -0.1
0.0 0.0 0.0
0.0 0.0 0.0
-0.1 -0.1 -0.1
0.0 0.0 0.0
-0.1 0.0 0.0
0.1 -0.1 0.0

Output
highest occupied orbital energy = -4.154 eV
charge = -1
E_LUMO = 0.0458 Eh

***

Result set for max |F|: 0.0683, 0.0328, 0.0392, 0.0160 hartree/bohr, one per record in the order listed.
Result set for electronic energy: -17628.819, -43799.881, -53148.343, -132080.981 eV, one per record in the order listed.